# C19H43F6N2O20P3

C19H43F6N2O20P3 as an isolated structure at a distorted geometry (ωB97M-V/def2-TZVPD, the Open Molecules 2025 dataset).

XYZ file:
```
93
Properties=species:S:1:pos:R:3
C 1.87 -3.42 -1.43
N 1.89 -4.53 -0.47
O 1.66 -4.22 0.67
O 1.97 -5.73 -0.79
H 1.78 -3.93 -2.39
H 2.76 -2.80 -1.40
H 1.00 -2.77 -1.34
C 3.98 -2.27 1.76
N 4.49 -0.96 1.48
O 5.25 -0.45 2.37
O 4.40 -0.57 0.30
H 3.92 -2.87 0.85
H 2.93 -2.20 2.06
H 4.74 -2.78 2.34
C -4.41 -3.41 4.61
O -3.96 -3.10 3.40
P -2.64 -2.24 3.18
O -1.65 -2.97 2.29
O -3.28 -0.82 2.62
C -2.47 0.15 2.09
O -2.13 -1.84 4.67
C -0.71 -1.65 4.97
H -3.71 -4.07 5.12
H -5.34 -3.98 4.59
H -4.56 -2.49 5.18
H -1.50 0.13 2.58
H -2.94 1.13 2.21
H -2.31 0.07 1.01
H -0.06 -2.07 4.20
H -0.35 -2.18 5.85
H -0.53 -0.58 5.08
C -1.21 -2.03 -0.14
O -0.12 -1.65 -1.05
P 1.09 -0.81 -0.36
O 1.74 -1.48 0.82
O 2.03 -0.38 -1.61
C 2.96 0.62 -1.30
O 0.35 0.59 0.05
C -0.28 1.36 -0.95
H -2.15 -2.20 -0.66
H -1.35 -1.36 0.71
H -0.93 -2.96 0.35
H 2.63 1.59 -1.66
H 3.76 0.37 -1.99
H 3.23 0.60 -0.24
H -1.21 1.62 -0.45
H -0.51 0.79 -1.85
H 0.26 2.26 -1.22
C 4.03 5.03 -4.62
O 3.14 3.88 -4.50
P 2.83 3.17 -3.07
O 2.15 4.04 -2.03
O 2.07 1.80 -3.29
C 0.76 1.66 -3.84
O 4.33 2.73 -2.54
C 5.21 1.75 -3.09
H 4.32 5.45 -3.65
H 3.47 5.91 -4.96
H 4.88 4.82 -5.26
H 0.03 1.69 -3.03
H 0.83 0.69 -4.34
H 0.39 2.38 -4.56
H 6.19 1.80 -2.61
H 5.37 1.73 -4.16
H 4.67 0.85 -2.82
C -4.77 -2.28 -0.03
C -3.37 -2.83 -0.15
O -3.42 -4.09 0.46
C -2.80 -5.18 -0.21
O -2.16 -5.12 -1.19
C -2.99 -6.51 0.56
F -3.67 -7.36 -0.27
F -1.81 -7.04 0.77
F -3.58 -6.17 1.71
H -4.87 -1.28 -0.44
H -5.16 -2.15 0.98
H -5.54 -2.91 -0.47
H -2.63 -2.22 0.36
H -3.01 -2.87 -1.17
C -2.24 7.39 1.10
C -0.85 6.77 1.42
O -0.83 5.38 0.97
C -0.42 5.19 -0.28
O 0.05 6.03 -1.03
C -0.57 3.75 -0.75
F -0.85 3.66 -2.04
F 0.51 3.04 -0.64
F -1.51 3.03 0.00
H -2.39 7.23 0.03
H -2.30 8.41 1.46
H -3.04 6.95 1.69
H -0.71 6.88 2.50
H -0.15 7.45 0.93
```

Values from the calculation:
Max |F| ... 0.3660 hartree/bohr
LUMO ... 0.0081 hartree
HOMO level ... -8.8 eV
Orbital gap ... 9.01 eV



# C19H43N2OP3SSn

C19H43N2OP3SSn as an isolated structure at a distorted geometry (ωB97M-V/def2-TZVPD, the Open Molecules 2025 dataset).

XYZ file:
```
70
Properties=species:S:1:pos:R:3
Sn -0.60 0.46 -0.87
P 0.05 0.55 2.47
P 1.13 2.51 -0.51
P -1.10 -2.02 0.64
H 0.19 -0.48 -4.75
C -0.27 -1.42 -4.45
C -0.38 -1.91 -3.10
H 0.03 -1.40 -2.22
C 1.55 -0.20 3.26
C 0.25 2.24 3.19
C -1.23 -0.01 3.69
C 1.45 3.16 -2.17
C 0.43 3.95 0.36
C 2.79 2.28 0.21
C -1.34 -3.34 -0.62
C -2.75 -2.16 1.42
C -0.10 -3.01 1.81
H -1.04 -1.82 -5.15
H -1.22 -2.58 -2.93
H 1.55 0.02 4.34
H 2.45 0.22 2.80
H 1.56 -1.29 3.11
H 0.15 2.18 4.28
H -0.53 2.90 2.79
H 1.24 2.65 2.95
H -1.09 0.53 4.64
H -1.17 -1.09 3.89
H -2.22 0.23 3.29
H 1.72 4.22 -2.08
H 0.54 3.09 -2.79
H 2.25 2.60 -2.66
H 0.91 4.09 1.33
H -0.65 3.82 0.51
H 0.60 4.84 -0.26
H 3.39 3.16 -0.05
H 3.27 1.38 -0.19
H 2.74 2.20 1.31
H -1.55 -4.30 -0.13
H -0.42 -3.44 -1.23
H -2.19 -3.07 -1.28
H -3.05 -3.21 1.36
H -3.48 -1.54 0.89
H -2.71 -1.86 2.47
H -0.41 -4.06 1.72
H -0.24 -2.68 2.84
H 0.96 -2.93 1.54
C 2.31 -2.16 -3.26
C 3.14 -3.17 -2.55
C 3.84 -2.57 -1.38
C 4.06 -1.22 -1.30
C 3.44 -0.32 -2.20
C 2.56 -0.81 -3.19
S 0.97 -2.93 -4.04
H 2.41 -3.97 -2.39
H 3.89 -3.59 -3.23
H 4.26 -3.25 -0.64
H 4.70 -0.78 -0.51
H 3.67 0.74 -2.18
H 2.01 -0.11 -3.82
C -3.83 3.30 1.34
N -4.28 2.05 0.77
C -3.52 1.34 -0.06
N -3.97 0.12 -0.50
O -2.36 1.76 -0.39
H -2.84 3.18 1.79
H -4.54 3.60 2.11
H -3.79 4.08 0.57
H -5.20 1.69 0.98
H -3.45 -0.34 -1.24
H -4.94 -0.12 -0.33
```

Values from the calculation:
Max |F| ... 0.0504 hartree/bohr
Total charge ... +4
LUMO ... -0.5380 hartree
HOMO level ... -18.8 eV
Orbital gap ... 4.12 eV



# C19H43N2OP3SeV

C19H43N2OP3SeV as an isolated structure at a distorted geometry (ωB97M-V/def2-TZVPD, the Open Molecules 2025 dataset).

XYZ file:
```
70
Properties=species:S:1:pos:R:3
V -0.35 -0.05 -0.89
P -1.55 -0.56 1.12
P 1.20 -1.95 -0.68
P -1.95 -0.56 -2.49
H 2.23 2.42 -0.71
C 1.14 2.27 -0.78
C 0.50 1.58 0.37
H 1.23 1.17 1.09
C -0.85 -0.20 2.75
C -1.89 -2.36 1.29
C -3.25 0.14 1.19
C 2.73 -2.13 -1.69
C 1.92 -2.13 0.99
C 0.47 -3.59 -1.11
C -3.25 0.61 -3.01
C -2.86 -2.12 -2.14
C -1.14 -0.85 -4.11
H 0.61 3.18 -1.11
H -0.29 2.20 0.90
H -1.06 0.85 3.02
H 0.24 -0.33 2.79
H -1.31 -0.85 3.52
H -0.98 -2.92 1.52
H -2.33 -2.79 0.39
H -2.60 -2.52 2.13
H -3.22 1.23 1.02
H -3.72 -0.06 2.16
H -3.87 -0.29 0.38
H 3.34 -2.93 -1.26
H 3.30 -1.19 -1.70
H 2.47 -2.38 -2.72
H 2.80 -2.78 0.90
H 1.21 -2.57 1.70
H 2.25 -1.16 1.42
H 1.30 -4.32 -1.17
H 0.00 -3.53 -2.11
H -0.27 -3.94 -0.37
H -3.83 0.18 -3.84
H -2.77 1.53 -3.36
H -3.92 0.88 -2.19
H -3.49 -2.38 -3.01
H -3.51 -2.02 -1.26
H -2.18 -2.95 -1.94
H -1.90 -0.72 -4.90
H -0.71 -1.85 -4.14
H -0.33 -0.11 -4.26
C 1.49 2.22 -3.96
C 0.92 3.49 -3.81
C 1.17 4.47 -4.78
C 1.89 4.16 -5.94
C 2.40 2.85 -6.12
C 2.20 1.89 -5.13
Se 1.47 0.90 -2.54
H -1.96 0.08 -0.60
H 0.29 3.70 -2.94
H 0.79 5.49 -4.64
H 2.06 4.91 -6.71
H 2.96 2.60 -7.03
H 2.59 0.88 -5.24
C 2.41 0.83 5.87
N 3.23 1.49 4.88
C 3.15 1.18 3.56
N 3.93 2.00 2.76
O 2.46 0.26 3.09
H 1.68 0.18 5.37
H 1.89 1.60 6.46
H 3.05 0.22 6.53
H 3.78 2.31 5.15
H 4.05 1.69 1.81
H 4.73 2.43 3.22
```

Values from the calculation:
Max |F| ... 0.0650 hartree/bohr
Expectation value of S² ... 1.063
Total charge ... +4
LUMO (spin up / spin down) ... -0.5385 / -0.5764 hartree
HOMO level (spin up / spin down) ... -17.9 / -17.9 eV
2S+1 ... 2
Orbital gap (spin up / spin down) ... 3.28 / 2.25 eV



# C19H43OP3RuS

C19H43OP3RuS as an isolated structure at a distorted geometry (ωB97M-V/def2-TZVPD, the Open Molecules 2025 dataset).

XYZ file:
```
68
Properties=species:S:1:pos:R:3
Ru 0.58 0.57 -0.44
P 1.72 0.90 1.38
P -0.80 2.32 -0.27
P 2.31 -0.22 -1.59
H -1.51 -3.10 1.59
C -0.60 -3.73 1.63
C 0.39 -3.45 2.52
H 0.18 -2.90 3.46
C 0.54 0.83 2.77
C 2.55 2.52 1.44
C 2.94 -0.34 1.92
C -2.59 1.92 -0.51
C -0.95 3.59 1.07
C -0.44 3.26 -1.78
C 2.73 -1.91 -1.01
C 3.90 0.70 -1.62
C 2.09 -0.56 -3.38
H -0.46 -4.39 0.77
H 1.34 -3.99 2.50
H 0.62 -0.14 3.27
H -0.50 0.90 2.40
H 0.71 1.63 3.50
H 1.92 3.27 0.96
H 3.50 2.47 0.88
H 2.76 2.83 2.47
H 2.46 -1.34 1.94
H 3.30 -0.11 2.94
H 3.80 -0.38 1.24
H -2.99 2.62 -1.27
H -3.14 2.02 0.44
H -2.64 0.88 -0.88
H -0.80 4.60 0.64
H -0.20 3.43 1.86
H -1.95 3.55 1.51
H -1.32 3.74 -2.21
H -0.06 2.48 -2.46
H 0.33 4.00 -1.55
H 3.05 -2.51 -1.88
H 1.86 -2.40 -0.56
H 3.54 -1.89 -0.27
H 4.49 0.35 -2.48
H 4.48 0.55 -0.70
H 3.70 1.77 -1.75
H 3.05 -0.89 -3.81
H 1.76 0.37 -3.88
H 1.32 -1.34 -3.53
C -1.54 -1.45 -2.39
C -2.43 -0.80 -3.27
C -2.73 -1.40 -4.49
C -2.14 -2.61 -4.85
C -1.23 -3.24 -3.99
C -0.90 -2.65 -2.77
O -1.25 -0.85 -1.17
H -0.24 -0.54 -1.15
H -2.86 0.16 -2.98
H -3.40 -0.89 -5.19
H -2.35 -3.05 -5.83
H -0.76 -4.18 -4.28
H -0.14 -3.07 -2.09
C -3.14 1.51 4.37
S -2.98 0.41 2.95
C -2.41 -1.04 3.84
H -2.85 2.53 4.07
H -2.51 1.18 5.20
H -4.19 1.51 4.67
H -3.27 -1.48 4.38
H -2.02 -1.77 3.13
H -1.63 -0.76 4.55
```

Values from the calculation:
Max |F| ... 0.0919 hartree/bohr
Expectation value of S² ... 6.033
Total charge ... +4
LUMO (spin up / spin down) ... -0.4621 / -0.5774 hartree
HOMO level (spin up / spin down) ... -20.0 / -20.0 eV
2S+1 ... 5
Orbital gap (spin up / spin down) ... 7.42 / 4.28 eV



# C19H44B2FO12S2

A 7-piece molecular cluster, C19H44B2FO12S2 overall at a distorted geometry (ωB97M-V/def2-TZVPD, the Open Molecules 2025 dataset).

XYZ file:
```
80
Properties=species:S:1:pos:R:3
C -2.32 3.84 0.61
C -1.57 3.35 -0.70
O -1.46 1.92 -0.59
B -0.76 1.36 -1.70
O -1.33 1.55 -2.98
C 0.59 0.54 -1.37
C 0.07 -0.61 -0.45
C -0.02 -0.34 1.00
C -0.53 -1.32 1.95
C -0.99 -2.61 1.45
C -0.88 -2.88 0.03
C -0.37 -1.90 -0.94
O 1.40 1.47 -0.63
B 2.55 2.05 -1.41
C 3.88 1.79 -0.49
S 5.20 3.08 -0.70
C 5.87 2.82 -2.41
C 5.25 3.96 -3.33
O 2.46 1.31 -2.69
C 1.62 0.19 -2.53
S 1.00 -0.20 -4.23
O 2.16 -0.73 -4.97
O -0.04 -1.23 -4.26
F 0.55 1.14 -5.06
H -1.98 3.15 1.43
H -3.42 3.65 0.48
H -2.08 4.89 0.88
H -0.56 3.85 -0.79
H -2.20 3.59 -1.61
H -2.23 1.16 -2.92
H 0.32 0.66 1.34
H -0.57 -1.01 3.02
H -1.42 -3.37 2.16
H -1.22 -3.85 -0.38
H -0.31 -2.13 -2.03
H 2.31 3.24 -1.47
H 4.33 0.76 -0.62
H 3.57 1.85 0.59
H 6.98 2.95 -2.42
H 5.60 1.79 -2.76
H 5.96 4.84 -3.27
H 4.23 4.25 -2.97
H 5.23 3.65 -4.41
H 2.31 -0.68 -2.32
C -3.64 -1.25 -2.11
O -3.43 -0.65 -3.39
H -4.54 -0.82 -1.67
H -3.77 -2.33 -2.22
H -2.79 -1.04 -1.46
H -2.63 -1.05 -3.76
C -3.53 -3.24 4.73
O -2.95 -4.37 4.09
H -3.12 -2.33 4.29
H -4.62 -3.25 4.59
H -3.30 -3.26 5.80
H -3.33 -5.16 4.50
C -0.15 -1.80 -7.96
O 1.17 -2.15 -7.59
H -0.45 -2.41 -8.81
H -0.83 -1.98 -7.12
H -0.20 -0.74 -8.24
H 1.41 -1.59 -6.84
C -4.02 -0.75 7.88
O -4.63 -1.89 7.29
H -3.01 -1.02 8.18
H -3.98 0.07 7.17
H -4.58 -0.44 8.77
H -5.53 -1.63 7.03
C 6.64 6.68 1.24
O 5.76 6.56 0.14
H 6.95 7.72 1.33
H 6.13 6.37 2.16
H 7.52 6.05 1.08
H 5.49 5.63 0.08
C -3.23 -7.98 5.78
O -3.61 -6.61 5.82
H -3.92 -8.52 5.14
H -2.22 -8.07 5.38
H -3.26 -8.40 6.79
H -2.98 -6.15 6.39
```

Values from the calculation:
Max |F| ... 0.0900 hartree/bohr
Total charge ... -1
LUMO ... 0.0669 hartree
HOMO level ... -4.9 eV
Orbital gap ... 6.74 eV



# C19H44ClFeNP2

C19H44ClFeNP2 as an isolated structure at a distorted geometry (ωB97M-V/def2-TZVPD, the Open Molecules 2025 dataset).

XYZ file:
```
68
Properties=species:S:1:pos:R:3
Fe -0.32 -1.14 1.39
P -0.49 -2.72 -0.24
C 0.68 -3.16 -1.60
C -0.07 -3.85 1.27
C -2.24 -2.97 -0.87
C 1.94 -2.27 -1.58
H 0.11 -2.90 -2.51
C 1.01 -4.66 -1.63
H 1.69 -4.93 -0.81
H 1.52 -4.90 -2.58
H 0.11 -5.28 -1.56
H 1.70 -1.21 -1.69
H 2.61 -2.54 -2.41
H 2.51 -2.39 -0.64
H -2.19 -2.27 -1.74
C -3.36 -2.49 0.06
C -2.44 -4.37 -1.41
H -1.82 -4.54 -2.29
H -3.49 -4.46 -1.72
H -2.23 -5.13 -0.65
H -2.95 -2.02 0.98
H -4.05 -3.30 0.38
H -3.97 -1.72 -0.44
C 1.43 -3.74 1.63
H -0.34 -4.87 0.93
C -0.95 -3.41 2.45
H 2.12 -3.93 0.82
H 1.65 -4.42 2.46
H 1.61 -2.71 1.99
H -0.75 -2.35 2.76
H -0.70 -4.04 3.32
H -2.02 -3.53 2.23
Cl 1.45 -0.29 2.45
H -0.18 -1.01 -0.31
H -1.34 0.24 0.21
P 0.44 2.97 -0.21
C -0.73 3.58 -1.46
C 0.45 3.92 1.37
C 2.10 2.77 -0.96
C -2.00 2.71 -1.44
H -0.23 3.42 -2.42
C -0.97 5.06 -1.27
H -1.53 5.27 -0.36
H -1.55 5.47 -2.11
H -0.04 5.63 -1.23
H -1.75 1.70 -1.76
H -2.76 3.11 -2.12
H -2.46 2.62 -0.45
H 1.88 2.24 -1.91
C 3.09 1.87 -0.20
C 2.65 4.16 -1.30
H 2.05 4.66 -2.07
H 3.68 4.10 -1.67
H 2.67 4.81 -0.41
H 2.57 1.14 0.42
H 3.79 2.43 0.44
H 3.71 1.31 -0.91
C -0.85 3.74 2.15
H 0.59 4.99 1.11
C 1.59 3.43 2.28
H -1.77 3.97 1.63
H -0.83 4.35 3.06
H -0.93 2.70 2.46
H 1.48 2.35 2.44
H 1.57 3.91 3.26
H 2.57 3.60 1.83
N -2.76 0.87 1.94
C -1.97 0.43 1.19
```

Values from the calculation:
Max |F| ... 0.0838 hartree/bohr
Expectation value of S² ... 8.786
Total charge ... -1
LUMO (spin up / spin down) ... 0.1057 / 0.1035 hartree
HOMO level (spin up / spin down) ... 0.0 / -3.7 eV
2S+1 ... 6
Orbital gap (spin up / spin down) ... 2.86 / 6.53 eV



> Which formula does entry 2 have?

C19H43N2OP3SSn



What did the third record say?
# C19H43N2OP3SeV

C19H43N2OP3SeV as an isolated structure at a distorted geometry (ωB97M-V/def2-TZVPD, the Open Molecules 2025 dataset).

XYZ file:
```
70
Properties=species:S:1:pos:R:3
V -0.35 -0.05 -0.89
P -1.55 -0.56 1.12
P 1.20 -1.95 -0.68
P -1.95 -0.56 -2.49
H 2.23 2.42 -0.71
C 1.14 2.27 -0.78
C 0.50 1.58 0.37
H 1.23 1.17 1.09
C -0.85 -0.20 2.75
C -1.89 -2.36 1.29
C -3.25 0.14 1.19
C 2.73 -2.13 -1.69
C 1.92 -2.13 0.99
C 0.47 -3.59 -1.11
C -3.25 0.61 -3.01
C -2.86 -2.12 -2.14
C -1.14 -0.85 -4.11
H 0.61 3.18 -1.11
H -0.29 2.20 0.90
H -1.06 0.85 3.02
H 0.24 -0.33 2.79
H -1.31 -0.85 3.52
H -0.98 -2.92 1.52
H -2.33 -2.79 0.39
H -2.60 -2.52 2.13
H -3.22 1.23 1.02
H -3.72 -0.06 2.16
H -3.87 -0.29 0.38
H 3.34 -2.93 -1.26
H 3.30 -1.19 -1.70
H 2.47 -2.38 -2.72
H 2.80 -2.78 0.90
H 1.21 -2.57 1.70
H 2.25 -1.16 1.42
H 1.30 -4.32 -1.17
H 0.00 -3.53 -2.11
H -0.27 -3.94 -0.37
H -3.83 0.18 -3.84
H -2.77 1.53 -3.36
H -3.92 0.88 -2.19
H -3.49 -2.38 -3.01
H -3.51 -2.02 -1.26
H -2.18 -2.95 -1.94
H -1.90 -0.72 -4.90
H -0.71 -1.85 -4.14
H -0.33 -0.11 -4.26
C 1.49 2.22 -3.96
C 0.92 3.49 -3.81
C 1.17 4.47 -4.78
C 1.89 4.16 -5.94
C 2.40 2.85 -6.12
C 2.20 1.89 -5.13
Se 1.47 0.90 -2.54
H -1.96 0.08 -0.60
H 0.29 3.70 -2.94
H 0.79 5.49 -4.64
H 2.06 4.91 -6.71
H 2.96 2.60 -7.03
H 2.59 0.88 -5.24
C 2.41 0.83 5.87
N 3.23 1.49 4.88
C 3.15 1.18 3.56
N 3.93 2.00 2.76
O 2.46 0.26 3.09
H 1.68 0.18 5.37
H 1.89 1.60 6.46
H 3.05 0.22 6.53
H 3.78 2.31 5.15
H 4.05 1.69 1.81
H 4.73 2.43 3.22
```

Values from the calculation:
Max |F| ... 0.0650 hartree/bohr
Expectation value of S² ... 1.063
Total charge ... +4
LUMO (spin up / spin down) ... -0.5385 / -0.5764 hartree
HOMO level (spin up / spin down) ... -17.9 / -17.9 eV
2S+1 ... 2
Orbital gap (spin up / spin down) ... 3.28 / 2.25 eV



> max |F| of number 6 (C19H44ClFeNP2)?

0.0838 hartree/bohr



> Look up the max |F| of the second one.

0.0504 hartree/bohr